#A
{
  "formula": "C3H7N3S",
  "method": "wB97M-V/def2-TZVPD",
  "species": ["C", "C", "C", "H", "H", "H", "H", "H", "H", "H", "N", "N", "N", "S"],
  "xyz": [[-2.7835, 0.0595, -0.0193], [0.1247, 0.0905, 0.0268], [2.5518, 0.1411, -0.1359], [-3.2703, 0.3386, 1.0598], [-2.8017, 1.0747, -0.6158], [-3.5003, -0.8209, -0.3547], [-0.9821, 1.6976, -0.0145], [1.1303, -1.5997, -0.0839], [2.2626, 1.3014, -0.6855], [3.5888, -1.6708, 0.5387], [0.0605, 1.4019, 0.1853], [1.3405, -0.5286, 0.0753], [3.6684, -0.4955, 0.0378], [-1.3896, -0.9898, -0.0142]],
  "homo_ha": -0.3371,
  "homo_lumo_gap_ev": 9.648
}

=====

#B
{
  "formula": "C3H7N3S",
  "method": "wB97M-V/def2-TZVPD",
  "species": ["C", "C", "C", "N", "N", "N", "S", "H", "H", "H", "H", "H", "H", "H"],
  "xyz": [[-0.1794, -1.5067, 0.0370], [0.9990, -1.2144, 0.5698], [-1.1408, -0.4082, -0.4775], [2.7588, 0.2507, -0.6639], [-0.6348, 0.9704, -0.5894], [-1.1993, 1.6154, 0.3915], [1.5718, 0.5054, 0.3013], [-0.4703, -2.5516, 0.1945], [1.5505, -1.8771, 1.0404], [-1.5234, -0.6155, -1.4116], [-2.0152, -0.2668, 0.1980], [3.0949, 1.1788, -0.9397], [-1.9705, 1.3437, 0.9598], [-0.8413, 2.5759, 0.3897]],
  "homo_ha": [-0.2524, -0.2648],
  "homo_lumo_gap_ev": [7.661, 7.830]
}

=====

#C
{
  "formula": "C3H7N3S",
  "method": "wB97M-V/def2-TZVPD",
  "species": ["C", "N", "S", "C", "C", "N", "N", "H", "H", "H", "H", "H", "H", "H"],
  "xyz": [[-0.7523, -0.7285, -1.3891], [0.0825, 0.2395, -1.7217], [0.9075, 1.2840, -0.5584], [1.0329, 0.1181, 0.9887], [-0.0573, -0.3592, 1.8518], [-1.1991, -0.4279, 1.0447], [-1.0630, -1.1915, -0.1034], [-0.7944, -1.5630, -2.2156], [1.7345, -0.6814, 0.5657], [1.7438, 0.7884, 1.4542], [-0.0309, 0.3222, 2.7496], [0.4721, -1.4532, 2.1499], [-2.1135, -0.4742, 1.3522], [-1.6136, -2.0062, -0.3663]],
  "homo_ha": -0.2828,
  "homo_lumo_gap_ev": 8.444,
  "smiles": "C1=NSCCNN1"
}

=====

Top of the stability list: #A, leading by 0.0086 hartree.

=====

#A
{
  "formula": "C3H7N3S",
  "method": "wB97M-V/def2-TZVPD",
  "species": ["C", "C", "C", "N", "N", "N", "S", "H", "H", "H", "H", "H", "H", "H"],
  "xyz": [[0.2113, -0.0857, -1.2095], [1.9601, -0.4882, 1.8745], [-1.9872, 1.0091, -1.1791], [0.6939, 0.0089, 0.0129], [1.0575, -0.9203, 0.8111], [-0.8388, 0.4654, -1.7923], [0.4440, -2.5065, 0.6812], [2.7405, 0.1388, 1.4960], [1.4080, 0.0795, 2.6641], [2.0315, -1.5000, 2.3114], [-2.6366, 0.2071, -1.2069], [-1.8043, 1.2116, -0.0489], [-2.3364, 1.9114, -1.6369], [-0.9433, 0.4690, -2.7777]],
  "homo_ha": [-0.2718, -0.2718],
  "homo_lumo_gap_ev": [7.292, 7.296]
}

=====

#B
{
  "formula": "C3H7N3S",
  "method": "wB97M-V/def2-TZVPD",
  "species": ["C", "C", "N", "S", "C", "N", "N", "H", "H", "H", "H", "H", "H", "H"],
  "xyz": [[-0.2844, -0.3013, 2.2950], [1.1124, 0.2387, 1.7823], [1.4718, 0.9453, 0.6689], [0.4171, 1.4428, -0.6706], [-0.3981, -0.1180, -1.3184], [-0.6353, -1.2265, -0.7435], [-1.5756, -2.0569, -1.2971], [-1.3681, 0.2509, 1.9785], [-0.3338, -1.4158, 2.1436], [-0.2948, -0.2860, 3.4301], [1.8664, -0.1267, 2.3253], [-1.1374, 0.2146, -2.1141], [-1.7504, -1.3621, -2.3062], [-1.0618, -2.9084, -1.6784]],
  "homo_ha": -0.3090,
  "homo_lumo_gap_ev": 8.883,
  "smiles": "C/C=N\\S/C=N/N"
}

=====

Top of the stability list: #A, leading by 0.0236 hartree.

=====

#A
{
  "formula": "C3H2O2",
  "method": "wB97M-V/def2-TZVPD",
  "species": ["C", "C", "C", "O", "O", "H", "H"],
  "xyz": [[-2.2227, 0.0033, 0.0626], [-0.9919, -0.0303, -0.0615], [0.5046, -0.1385, -0.0682], [1.1912, -1.1187, 0.0298], [1.0087, 1.1212, 0.0087], [-3.2518, -0.0071, -0.0268], [1.9129, 0.9799, 0.1220]],
  "homo_ha": -0.4032,
  "homo_lumo_gap_ev": 11.304,
  "smiles": "C#CC(=O)O"
}

=====

#B
{
  "formula": "C3H2O2",
  "method": "wB97M-V/def2-TZVPD",
  "species": ["C", "C", "C", "O", "O", "H", "H"],
  "xyz": [[-0.4724, -0.5223, 0.1049], [-1.6420, 0.0338, -0.0044], [2.4884, 0.8585, 0.0964], [0.4968, -1.1185, 0.2701], [3.1571, -0.0012, -0.1383], [-1.8155, 1.0904, 0.4604], [-2.2124, -0.3408, -0.7891]],
  "homo_ha": -0.3479,
  "homo_lumo_gap_ev": 10.412
}

=====

#C
{
  "formula": "C3H2O2",
  "method": "wB97M-V/def2-TZVPD",
  "species": ["O", "C", "C", "C", "O", "H", "H"],
  "xyz": [[2.0809, -0.3240, -0.0153], [1.1559, 0.4690, -0.0673], [-0.1861, 0.0726, 0.0427], [-1.1535, -0.7959, -0.0723], [-1.5619, 0.5746, -0.0334], [1.2467, 1.6439, -0.0737], [-1.5819, -1.6402, 0.2194]],
  "homo_ha": [-0.3297, -0.3260],
  "homo_lumo_gap_ev": [7.859, 7.830],
  "smiles": "O=CC1=CO1"
}

=====

Top of the stability list: #B, leading by 0.0174 hartree.

=====

#A
{
  "formula": "C5H11N3O3",
  "method": "wB97M-V/def2-TZVPD",
  "species": ["O", "N", "N", "O", "N", "C", "C", "C", "C", "C", "O", "H", "H", "H", "H", "H", "H", "H", "H", "H", "H", "H"],
  "xyz": [[3.0795, -1.1500, 0.3360], [2.4045, -0.8259, -0.7090], [1.1019, -1.1303, -0.5237], [0.8624, -1.6247, 0.8164], [0.1259, -0.2748, -0.8781], [-1.0984, -1.0164, -1.1320], [-1.9679, -0.8095, 0.0699], [-1.4148, 0.3702, 0.7239], [-0.2571, 0.8059, -0.0319], [0.9842, 1.7799, 0.5880], [1.4378, 2.3937, -0.7295], [1.8161, -1.7743, 1.1222], [-1.6579, -0.6876, -2.1019], [-0.7526, -2.0548, -1.4587], [-1.8582, -1.7587, 0.6810], [-2.9629, -0.5145, -0.1048], [-2.1960, 1.1761, 0.7817], [-1.2745, 0.0865, 1.8732], [-0.6989, 1.5202, -0.6805], [1.7503, 1.3283, 1.2867], [0.7384, 2.6448, 1.1641], [1.8384, 1.5159, -1.0928]],
  "homo_ha": -0.3716,
  "homo_lumo_gap_ev": 9.571,
  "smiles": "O=NN(O)N1CCC[C@H]1CO"
}

=====

#B
{
  "formula": "C5H11N3O3",
  "method": "wB97M-V/def2-TZVPD",
  "species": ["N", "C", "O", "C", "C", "C", "N", "C", "O", "N", "O", "H", "H", "H", "H", "H", "H", "H", "H", "H", "H", "H"],
  "xyz": [[2.9651, -0.0421, 0.1335], [1.8646, 0.4461, -0.4198], [1.5120, 1.6492, -0.2630], [0.9164, -0.4550, -1.2355], [-0.0519, -1.4021, -0.4844], [-0.9608, -0.7883, 0.6342], [-0.1480, -0.1786, 1.7595], [-2.0891, 0.0198, -0.1068], [-3.1944, -0.4767, -0.3734], [-1.9589, 1.2682, -0.5585], [-1.1367, 2.1579, 0.2444], [2.7754, -1.0072, 0.7414], [3.5390, 0.5320, 0.8430], [1.4535, -1.0568, -1.9085], [0.2320, 0.2291, -1.7230], [0.6327, -2.1182, 0.0131], [-0.8326, -1.8748, -1.2214], [-1.5896, -1.7482, 0.9704], [-0.6755, -0.0106, 2.5462], [-0.0674, 0.7639, 1.3312], [-2.8227, 1.7253, -0.6353], [-0.3632, 2.3672, -0.2872]],
  "homo_ha": -0.3510,
  "homo_lumo_gap_ev": 10.215,
  "smiles": "NC(=O)CC[C@@H](N)C(=O)NO"
}

=====

Top of the stability list: #B, leading by 0.1837 hartree.

=====

#A
{
  "formula": "C12H26Br6N2O2",
  "method": "wB97M-V/def2-TZVPD",
  "species": ["C", "N", "C", "C", "O", "H", "H", "H", "H", "H", "H", "H", "C", "N", "C", "C", "O", "H", "H", "H", "H", "H", "H", "H", "Br", "C", "C", "Br", "H", "H", "H", "H", "Br", "C", "C", "Br", "H", "H", "H", "H", "Br", "C", "C", "Br", "H", "H", "H", "H"],
  "xyz": [[-0.4146, -0.9661, -1.0837], [0.1716, -0.7249, 0.2158], [0.8774, 0.5030, 0.4205], [0.1572, -1.6577, 1.1967], [0.7101, -1.5448, 2.2776], [0.3550, -0.8843, -1.8557], [-1.1868, -0.2230, -1.2979], [-0.8481, -1.9624, -1.1191], [1.4932, 0.7863, -0.4355], [0.2184, 1.3520, 0.6227], [1.5302, 0.3786, 1.2838], [-0.4018, -2.5595, 0.9014], [-5.7826, -1.0329, -2.0149], [-4.6232, -1.8647, -1.7862], [-4.1257, -2.6361, -2.9016], [-4.0179, -1.9164, -0.5747], [-3.0363, -2.5701, -0.3011], [-5.6831, -0.5157, -2.9730], [-5.8520, -0.2613, -1.2500], [-6.7040, -1.6190, -2.0536], [-3.2958, -3.2480, -2.5593], [-4.9186, -3.2690, -3.3014], [-3.7602, -1.9680, -3.6866], [-4.5324, -1.2740, 0.1585], [3.2801, 1.4422, 5.8803], [2.0086, 1.4639, 4.3926], [0.6904, 1.9996, 4.8842], [-0.4914, 2.1628, 3.3337], [1.9202, 0.4350, 4.0557], [2.4597, 2.0697, 3.6154], [0.7639, 2.9714, 5.3566], [0.2015, 1.2835, 5.5344], [1.6294, 6.2563, 2.2715], [1.9493, 4.6815, 1.1063], [1.9025, 5.1264, -0.3242], [1.8131, 3.5236, -1.4498], [1.1188, 4.0328, 1.3636], [2.8938, 4.2700, 1.4355], [2.7982, 5.6504, -0.6370], [1.0172, 5.7107, -0.5385], [5.6383, -2.7694, -1.7734], [3.9496, -3.5251, -2.3237], [2.7880, -2.5554, -2.1693], [2.9464, -0.9914, -3.2866], [3.7993, -4.3693, -1.6554], [4.0427, -3.8792, -3.3445], [2.6704, -2.2356, -1.1379], [1.8799, -3.0762, -2.4724]],
  "homo_ha": -0.3334,
  "homo_lumo_gap_ev": 9.421,
  "smiles": "CN(C)C=O.CN(C)C=O.BrCCBr.BrCCBr.BrCCBr"
}

=====

#B
{
  "formula": "C12H26Br6N2O2",
  "method": "wB97M-V/def2-TZVPD",
  "species": ["C", "N", "C", "C", "O", "H", "H", "H", "H", "H", "H", "H", "C", "N", "C", "C", "O", "H", "H", "H", "H", "H", "H", "H", "Br", "C", "C", "Br", "H", "H", "H", "H", "Br", "C", "C", "Br", "H", "H", "H", "H", "Br", "C", "C", "Br", "H", "H", "H", "H"],
  "xyz": [[29.7538, 5.2719, 3.5543], [28.5184, 4.8139, 2.9317], [27.3373, 4.6114, 3.7640], [28.4433, 4.7179, 1.6021], [27.4978, 4.3286, 0.9600], [30.4701, 4.4539, 3.6326], [29.5871, 5.7385, 4.5219], [30.2024, 6.0794, 2.9660], [27.6453, 4.1526, 4.7057], [26.9171, 5.5837, 4.0499], [26.6088, 3.9985, 3.2629], [29.3636, 5.0706, 1.1012], [26.6808, 0.2186, 1.4109], [26.0858, 0.6671, 2.6521], [26.6765, 0.2092, 3.8872], [25.0117, 1.4885, 2.6834], [24.4603, 1.8818, 3.6937], [27.6334, 0.7175, 1.2222], [25.9884, 0.4001, 0.5918], [26.8625, -0.8557, 1.4763], [27.1115, -0.7837, 3.7571], [27.5297, 0.8447, 4.1614], [25.9406, 0.2300, 4.6835], [24.7369, 1.8165, 1.6660], [28.4398, 3.8459, -3.6837], [27.3086, 3.6311, -2.1054], [26.0147, 2.9587, -2.5438], [24.8510, 2.8026, -0.9843], [27.1175, 4.6195, -1.7035], [27.8447, 3.0669, -1.3558], [26.1915, 1.9296, -2.8360], [25.5356, 3.4913, -3.3543], [21.4254, 5.8166, 2.5131], [23.0191, 4.7803, 2.8195], [24.0986, 5.5643, 3.5016], [23.5956, 6.1905, 5.2406], [23.3892, 4.4934, 1.8364], [22.8520, 3.8607, 3.3751], [24.4346, 6.3966, 2.8924], [24.9372, 4.8834, 3.6322], [31.4912, 2.2152, 7.4938], [30.7462, 0.8265, 6.4022], [31.5838, 0.5667, 5.1827], [31.1015, 1.7462, 3.6940], [29.7115, 1.0222, 6.1457], [30.7288, -0.0908, 6.9934], [31.5172, -0.4402, 4.7920], [32.6171, 0.8260, 5.3763]],
  "homo_ha": -0.3498,
  "homo_lumo_gap_ev": 9.786,
  "smiles": "CN(C)C=O.CN(C)C=O.BrCCBr.BrCCBr.BrCCBr"
}

=====

Top of the stability list: #A, leading by 0.0105 hartree.

=====

#A
{
  "formula": "C2H5N5",
  "method": "wB97M-V/def2-TZVPD",
  "species": ["N", "C", "C", "N", "N", "N", "N", "H", "H", "H", "H", "H"],
  "xyz": [[0.8681, 1.0149, 0.2312], [0.1608, -0.0636, -0.5200], [-1.3151, 0.0555, -0.3039], [-2.0526, 1.1218, -0.3458], [-3.3103, 0.8571, -0.0289], [-3.4157, -0.3771, 0.2396], [-2.2572, -0.9778, 0.2150], [0.7336, 0.8023, 1.2955], [0.3494, 1.9196, 0.0991], [0.6377, -1.0227, -0.2407], [0.2403, 0.0464, -1.5699], [-2.2207, -2.0011, 0.0207]],
  "homo_ha": -0.3662,
  "homo_lumo_gap_ev": 10.617,
  "smiles": "NCc1nnn[nH]1"
}

=====

#B
{
  "formula": "C2H5N5",
  "method": "wB97M-V/def2-TZVPD",
  "species": ["N", "C", "N", "N", "N", "C", "N", "H", "H", "H", "H", "H"],
  "xyz": [[1.2644, 1.6123, 0.0198], [0.2054, 0.7192, -0.0703], [-1.0249, 1.0865, -0.0462], [-1.6764, -0.0532, 0.1325], [-1.0270, -1.1855, 0.0666], [0.2195, -0.6958, -0.1164], [1.4766, -1.4972, -0.1331], [1.1031, 2.6393, 0.0884], [2.2654, 1.0441, 0.3035], [-2.6137, -0.0929, -0.3532], [2.2205, -0.9866, 0.3812], [1.3865, -2.4840, 0.4242]],
  "homo_ha": -0.3028,
  "homo_lumo_gap_ev": 8.955,
  "smiles": "Nc1n[nH]nc1N"
}

=====

Top of the stability list: #A, leading by 0.0060 hartree.

=====

#A
{
  "formula": "FNO2S",
  "method": "wB97M-V/def2-TZVPD",
  "species": ["O", "N", "O", "S", "F"],
  "xyz": [[1.5044, 1.0128, 0.0865], [0.8406, 0.0779, -0.0531], [0.9240, -1.1092, -0.1179], [-1.2584, 0.7148, -0.0112], [-2.0107, -0.6963, 0.0957]],
  "homo_ha": -0.3693,
  "homo_lumo_gap_ev": 8.756,
  "smiles": "O=[N+]([O-])SF"
}

=====

#B
{
  "formula": "FNO2S",
  "method": "wB97M-V/def2-TZVPD",
  "species": ["N", "O", "O", "F", "S"],
  "xyz": [[-1.6565, 0.4893, -2.0352], [2.4979, -0.7294, 1.5485], [-2.3022, 1.1602, -1.3813], [0.3426, -0.5907, 0.2276], [1.1182, -0.3294, 1.6404]],
  "homo_ha": [-0.3115, -0.3482],
  "homo_lumo_gap_ev": [7.115, 9.872]
}

=====

#C
{
  "formula": "FNO2S",
  "method": "wB97M-V/def2-TZVPD",
  "species": ["N", "O", "O", "F", "S"],
  "xyz": [[1.5483, 0.6311, -0.2460], [-2.1117, -1.0237, -0.1640], [0.3940, 0.8228, -0.0265], [1.9642, -0.7430, 0.2182], [-1.7948, 0.3128, 0.2182]],
  "homo_ha": [-0.3208, -0.3261],
  "homo_lumo_gap_ev": [6.817, 6.940]
}

=====

Top of the stability list: #B, leading by 0.0514 hartree.

=====

#A
{
  "formula": "C2H4NO3P",
  "method": "wB97M-V/def2-TZVPD",
  "species": ["C", "C", "N", "O", "O", "O", "P", "H", "H", "H", "H"],
  "xyz": [[-0.6665, -0.6606, 0.2216], [1.1632, -1.5517, 1.4975], [-0.0102, -1.6947, 0.6388], [-1.6683, 1.0805, -3.1092], [0.1957, 2.3530, -1.8994], [-2.2529, 2.5258, -1.0626], [-1.2376, 1.9810, -2.0086], [-0.0685, 0.2939, 0.3888], [1.5299, -2.4694, 1.7995], [0.9935, -0.8134, 2.5780], [2.0218, -1.0444, 0.9555]],
  "homo_ha": 0.0611,
  "charge": -2,
  "homo_lumo_gap_ev": 5.299
}

=====

#B
{
  "formula": "C2H4NO3P",
  "method": "wB97M-V/def2-TZVPD",
  "species": ["O", "P", "O", "O", "N", "C", "C", "H", "H", "H", "H"],
  "xyz": [[3.2428, 0.7932, 1.3252], [2.5798, 0.0070, 0.2258], [3.2068, -1.3303, -0.1938], [2.2209, 1.1520, -1.4113], [0.9397, -0.3684, 0.8575], [0.0777, -1.0932, -0.2011], [-0.0727, 0.3610, 0.1073], [-0.6682, -1.7363, 0.1774], [0.6256, -1.2654, -1.0715], [0.5115, 0.8802, -0.6593], [-1.0708, 0.6459, 0.5969]],
  "homo_ha": 0.0398,
  "charge": -2,
  "homo_lumo_gap_ev": 5.999,
  "smiles": "O=P([O-])([O-])N1CC1"
}

=====

Top of the stability list: #A, leading by 0.0233 hartree.